Entry 1:
Computed, not measured: a molecular structure, C29H62AlO6, with ωB97M-V with the def2-TZVPD basis set.

As for the HOMO energy: -0.1615 Ha. For the total energy, the calculation gives -49958.0365 eV.

```
! RIJCOSX wB97M-V def2-TZVPD def2/J DEFGRID3
* xyz -1 1
H -4.2871 6.1485 -0.9640
O 6.9526 -5.0709 0.6680
H -0.1396 0.0658 1.2413
C 3.9407 -1.0694 3.5400
H 0.7788 -0.1167 -0.2582
H -9.3902 2.8803 -4.3973
H -1.3992 1.5560 2.7946
H 7.0348 -3.2935 1.7169
H -0.2729 2.8860 -2.0657
C -8.4551 2.4981 -4.8215
H -3.1544 6.2094 -3.7577
H -7.7880 0.5085 -6.9332
H 5.7879 -2.7079 5.3868
C -8.1000 3.2140 -6.1127
H 2.3260 -2.3748 1.6089
H 8.6605 -2.4300 -0.3163
C 4.2601 -1.5342 2.1264
H -4.2371 3.4089 -3.1227
H -1.4117 -1.9264 0.8493
H -9.5522 0.3263 -6.8450
H -3.4376 2.5099 3.7641
H -5.0921 7.1138 -2.2537
H 4.6142 -3.6019 6.3710
C 2.8991 0.0117 3.2833
C 5.3556 -5.1277 3.7072
H -1.9040 2.7077 -2.6971
C 7.9836 -5.6916 -0.1039
H 7.4044 -4.4824 3.9095
O 4.6368 -4.0754 4.3633
C 6.7196 -5.1963 4.3753
H -2.2711 5.4548 -1.0725
H 2.1853 0.1188 4.1012
C -8.8608 2.3865 -7.1464
H 8.1863 -4.3390 -1.7735
H -2.9201 7.6175 -2.7653
H -1.1622 6.6324 -1.7429
H 7.2464 -4.3761 6.3527
H 7.5341 -6.4228 -0.7762
H 9.2955 -3.4986 0.9394
H 4.6901 -2.5334 2.0849
H -0.6370 -1.7230 -2.0930
C -2.0100 -0.2694 -1.2806
H -3.7575 2.6859 2.0335
H 3.3684 0.9855 3.1037
C -4.4556 6.2544 -2.0366
H 7.1685 -6.1862 4.3135
H -8.4691 2.4780 -8.1599
C -8.7154 0.9788 -6.5839
H 9.7373 -4.8168 -1.0750
H -2.1108 0.1648 -2.2749
O -1.1484 0.5587 -0.4940
C -1.8880 5.8613 -2.0053
H -2.3317 0.7759 1.5165
Al -5.3365 4.5140 -2.6725
C -2.6416 -0.1197 3.4570
H -8.3760 4.2658 -6.0974
C 2.8950 -1.4505 1.4601
H 0.1242 -2.4207 0.1256
H -2.1109 -2.4487 -1.4391
H -7.0251 3.1502 -6.2904
H -9.9147 2.6784 -7.1602
C -1.1893 4.7456 -2.8060
C -1.3792 -1.6547 -1.2932
C -2.3508 1.0779 2.5636
H -2.2150 -1.0498 3.0757
H -1.6492 4.6568 -3.7866
C -0.2025 -0.2570 0.2065
H 5.4180 -4.9128 2.6415
H 3.5049 -1.8907 4.1071
H 8.6611 -6.2174 0.5782
H 4.9558 -0.8383 1.6479
C 7.1566 -3.6540 0.6937
H -7.6752 2.5829 -4.0690
C -1.2536 3.3591 -2.1202
C 8.7030 -4.5701 -0.8396
H -1.6371 3.4049 -1.1051
H -3.0003 -0.2866 -0.8118
C -3.0819 6.5356 -2.7180
C -0.6860 -1.6940 0.0649
H -5.4798 1.2560 3.6190
C 6.3888 -4.7552 5.7982
C 8.5538 -3.4119 0.1417
H -5.0986 0.6780 1.9868
H -6.4421 4.7744 -3.8311
H -2.2654 0.0406 4.4754
O 2.1976 -0.3781 2.0997
O -4.0640 -0.2455 3.5149
O -8.6509 1.1139 -5.1675
H 5.9617 -5.5895 6.3594
H 4.8065 -0.6964 4.0876
H 6.3927 -3.1805 0.0683
H -6.1142 3.8837 -1.3775
C 5.3299 -3.6897 5.5525
H 4.8013 -6.0630 3.8405
C -3.5639 1.9638 2.8248
H -0.1366 4.9777 -2.9791
C -4.6721 0.9308 2.9621
H 2.9542 -1.2490 0.3893
*
```

Entry 2:
Computed, not measured: a single C9H11NO molecule, with ωB97M-V with the def2-TZVPD basis set.

As for the HOMO energy: -0.3066 Ha. For the total energy, the calculation gives -13045.6891 eV. Its SMILES is COC1=CC=CC[C@@]1(C)C#N. Its relative energy (zero: lowest compared OMol25 entry of this formula, charge and spin) is 3.385 eV.

```
! RIJCOSX wB97M-V def2-TZVPD def2/J DEFGRID3
* xyz 0 1
C -1.6728 -1.1737 -0.9036
H -1.1934 -2.0661 1.8371
C -0.3852 -1.9002 1.1240
H 1.2653 1.6523 -1.6019
H 0.6219 -1.6453 1.6557
H 2.6413 1.0991 -0.1452
C -0.8032 1.8655 -0.9813
C 2.9109 0.0325 -0.1910
C -1.7302 1.5527 -0.0671
C -1.4803 0.3996 0.8974
C -0.8506 -0.7863 0.2232
H -0.7604 2.6582 -1.6532
H 3.3974 -0.2366 -1.1754
C 0.3989 1.0903 -1.0057
H 3.6166 -0.1577 0.5166
H -2.7442 1.9458 0.0642
H -2.2619 0.1192 1.4756
H -0.6957 0.7750 1.5921
O 1.6969 -0.6974 0.0017
H -0.1982 -2.8959 0.4354
N -2.3322 -1.5905 -1.7396
C 0.5592 -0.0406 -0.3590
*
```

Entry 3:
Computed, not measured: a single C3H5N3 molecule, with ωB97M-V with the def2-TZVPD basis set.

As for the HOMO energy: -0.3334 Ha. For the total energy, the calculation gives -7662.1016 eV. Its SMILES is [H]/N=C1\CN=CN1. Its relative energy (zero: lowest compared OMol25 entry of this formula, charge and spin) is 0.354 eV.

```
! RIJCOSX wB97M-V def2-TZVPD def2/J DEFGRID3
* xyz 0 1
H -1.4485 1.8788 -1.1316
N -0.0359 0.2645 -1.1611
H 0.4982 0.1659 1.8655
C -0.9257 1.1291 -0.5440
N -1.0808 0.9757 0.7130
H 0.2912 0.3168 -2.1130
H -0.7972 -0.9690 1.4662
N 1.4487 -1.4007 -0.4241
H 1.7107 -1.8738 0.4402
C -0.2021 -0.1346 1.0785
C 0.5346 -0.5522 -0.1907
*
```

Entry 4:
Computed, not measured: a single C15H20ClNO molecule, with ωB97M-V with the def2-TZVPD basis set.

As for the HOMO energy: -0.3375 Ha. For the total energy, the calculation gives -31931.4398 eV. Its SMILES is O=C(NC1CCCCCCC1)c1cccc(Cl)c1. Its relative energy (zero: lowest compared OMol25 entry of this formula, charge and spin) is 9.111 eV.

```
! RIJCOSX wB97M-V def2-TZVPD def2/J DEFGRID3
* xyz 0 1
Cl 6.5928 1.9830 -0.8388
H -1.0357 -0.2898 3.5260
H -3.4656 -0.2461 3.2725
H 4.1938 1.6644 0.4690
H -1.6186 0.9735 -1.2482
C 2.6653 1.1753 -1.1843
H -0.5385 1.4052 1.3086
H -4.2255 -2.0750 1.8148
C 5.1067 1.3538 -1.3402
H 1.6571 0.5823 -2.6286
H -2.4709 0.8686 0.2239
H -2.2388 -2.5042 0.7094
H -3.6516 -2.5734 -0.5014
C -3.6942 -1.0925 1.2183
H -1.5269 -1.8676 3.2138
H -3.2257 -0.5380 -1.7900
C -0.3950 -0.8090 1.5969
C 4.1251 1.4742 -0.5378
H 5.7579 0.7764 -3.5117
H 3.6295 0.3302 -4.1372
C -2.3696 -0.8225 -0.8843
C 1.4466 1.3304 -0.0495
C 3.6949 0.7766 -3.1800
H 0.5720 -0.7859 1.9809
O 1.5229 2.1678 0.7487
C -0.6251 0.6001 0.7144
H -4.5440 -0.4195 1.0939
H -1.4437 -1.6399 -1.3835
C -2.9531 -1.7663 0.1646
H 0.6945 -0.3079 -0.8427
C 4.9127 0.9800 -2.8126
C 2.5652 0.7161 -2.3720
H -0.5945 -1.6790 0.8844
C -1.7308 0.4094 -0.2864
C -1.5366 -0.6994 2.6606
H -2.7352 0.5544 1.9386
N 0.4343 0.4044 -0.2961
C -2.9517 -0.4100 2.2858
*
```

Entry 5:
Computed, not measured: 2 unconnected molecules or ions with the total composition C4H14N2O, with ωB97M-V with the def2-TZVPD basis set.

As for the HOMO energy: -0.3239 Ha. For the total energy, the calculation gives -9402.5318 eV. Its SMILES is C[C@H](N)CCN.O. Its relative energy (zero: lowest compared OMol25 entry of this formula, charge and spin) is 1.075 eV.

```
! RIJCOSX wB97M-V def2-TZVPD def2/J DEFGRID3
* xyz 0 1
H 0.8753 -0.3276 3.4893
H 0.7415 -1.3877 1.1597
H -0.6489 -1.4507 2.0996
C 0.1803 0.2223 -0.7251
O -2.0705 -1.6557 -2.0192
H -1.1114 0.9875 0.8511
N -0.5440 0.9527 -1.7586
C 0.0223 -0.7161 1.6346
H 1.4109 1.6279 0.3185
H 2.1936 0.1570 0.1903
C -0.7011 0.0331 0.5217
H -0.4797 1.9383 -1.4982
H -1.3281 -2.2587 -2.1615
H -1.5213 -0.6068 0.2187
N 0.6511 0.1347 2.6209
H -0.1008 0.8311 -2.6596
C 1.5523 0.8123 -0.4004
H -1.7675 -0.7888 -2.3278
H 2.0550 1.2498 -1.2524
H 0.2690 1.0594 2.7485
H 0.3223 -0.8139 -1.0499
*
```

Entry 6:
Computed, not measured: a molecular structure, C16H24F12O8Sr, with ωB97M-V with the def2-TZVPD basis set.

As for the HOMO energy: -0.1008 Ha. For the total energy, the calculation gives -66799.4940 eV. Its relative energy (zero: lowest compared OMol25 entry of this formula, charge and spin) is 12.696 eV.

```
! RIJCOSX wB97M-V def2-TZVPD def2/J DEFGRID3
* xyz -2 1
C -6.1019 4.9104 5.0937
H -0.5673 -5.0746 -0.3695
O -2.8619 3.6963 2.1308
C 0.2752 -5.8301 -2.1155
O -3.2433 -3.3883 -1.0499
H -3.3029 -5.4275 -1.1511
H 3.7949 0.2297 -4.3559
C -3.0575 -4.5953 -1.8109
O 0.0040 0.6165 -3.8950
H 4.4386 1.1560 2.1958
F -5.0299 -5.3836 -3.0348
H 0.0600 -6.4186 -3.0074
O 2.0601 -0.4360 -3.7403
C -2.0932 5.7679 3.5190
F -1.4914 6.1168 2.4415
C 1.0974 0.1288 -4.7121
H 0.7842 -0.7920 -5.2041
F -3.6939 -3.7005 -3.9946
C 1.7632 1.0438 -5.8570
H 0.7247 -4.8908 -2.4376
H 3.8043 -1.2007 -2.1196
H 5.3043 -0.8422 -3.1188
F 2.8017 0.4843 -6.6046
F 2.3766 2.1246 -5.4097
O -1.6542 -4.5975 -2.0172
C 3.3652 -0.7534 -4.1637
H 1.0071 -6.3107 -1.4663
H -6.6081 4.0478 4.6603
H 2.2656 0.0842 4.0179
F 4.2389 -1.8923 2.3614
C 4.3284 -1.3249 -3.0672
H -2.5903 3.7218 4.1028
F 4.6031 -0.5081 3.8371
F -1.1318 5.6415 4.3860
F 3.6151 -2.1163 4.4134
C -2.9513 4.4091 3.3378
H 3.1094 2.1262 2.9492
C 3.6239 -1.2875 3.4133
O -4.3084 4.4144 3.7368
C -4.6977 4.5219 5.0388
H 3.3001 1.5833 -0.0388
O 2.5263 0.3594 1.8922
H -4.6860 3.5802 5.5878
F -2.8520 6.8792 3.7802
H 3.9985 3.0754 0.8972
H -6.3877 5.8089 4.5468
C 3.3953 1.4651 2.1311
C 3.2453 2.2957 0.7844
C 2.3413 -0.4015 3.0451
O 1.0476 -0.9380 2.7191
H -1.3569 -6.5606 -1.1844
H 2.2624 2.7621 0.7174
H -6.4293 5.0537 6.1235
F 0.8048 1.3910 -6.8137
C -0.9404 -5.5572 -1.2729
F -3.0823 -5.8292 -3.8557
Sr -1.0607 -0.0482 -0.1610
H 4.4958 -2.3816 -3.2758
C -3.7996 -4.9013 -3.1801
H 3.3621 -1.3937 -5.0458
H -4.2450 5.2863 5.6704
*
```